1.
{"formula": "C2H3BrClNO2", "method": "ωB97M-V/def2-TZVPD", "charge": 0, "total_energy_ev": -90268.149, "max_force_ha_per_bohr": 0.0630, "e_above_lowest_kj_mol": 154.8, "smiles": "C[C@](Cl)(Br)[N+](=O)[O-]", "e_lumo_ev": -2.1, "orbital_gap_ev": 8.39, "symbols": ["C", "C", "Cl", "Br", "N", "O", "O", "H", "H", "H"], "coordinates": [[-0.330, 0.324, 1.119], [0.488, -0.018, -0.127], [2.135, -0.390, 0.037], [0.368, 1.993, -1.474], [-0.251, -0.935, -1.099], [0.479, -1.738, -1.630], [-1.452, -0.800, -1.221], [-0.051, 1.347, 1.507], [0.073, -0.090, 1.979], [-1.458, 0.306, 0.908]], "forces_ev_per_a": [[-0.75, 2.68, -1.65], [-1.27, 2.81, -0.35], [-0.26, 0.11, 0.19], [0.14, -2.11, 1.33], [0.42, -0.17, 0.14], [-0.79, -0.18, -0.44], [0.88, -0.11, 0.10], [-0.50, -0.33, -1.34], [0.19, -2.41, 1.47], [1.93, -0.30, 0.55]]}

=====

2.
{"formula": "C15H4EuF5N4O4", "method": "ωB97M-V/def2-TZVPD", "multiplicity": 8, "charge": -1, "total_energy_ev": -62689.944, "max_force_ha_per_bohr": 0.0313, "e_above_lowest_kj_mol": 24.7, "e_lumo_ev": [1.6, 1.6], "orbital_gap_ev": [5.48, 7.60], "symbols": ["Eu", "O", "C", "O", "C", "C", "C", "C", "C", "N", "C", "O", "O", "H", "H", "H", "H", "F", "C", "C", "C", "F", "C", "F", "C", "F", "C", "F", "N", "C", "N", "C", "N"], "coordinates": [[0.196, -0.751, 1.046], [-0.054, 3.665, -0.705], [0.161, 2.382, -0.332], [-0.402, 1.863, 0.593], [1.172, 1.679, -1.183], [1.886, 2.266, -2.205], [2.803, 1.471, -2.887], [2.957, 0.143, -2.531], [2.184, -0.365, -1.493], [1.323, 0.406, -0.841], [2.269, -1.829, -1.058], [3.099, -2.525, -1.634], [1.432, -2.139, -0.151], [-0.717, 3.997, -0.084], [1.732, 3.305, -2.457], [3.390, 1.894, -3.694], [3.651, -0.523, -3.024], [-2.727, 0.058, -1.785], [-2.990, -0.882, -0.820], [-2.104, -1.146, 0.182], [-2.523, -2.097, 1.049], [-1.688, -2.439, 2.112], [-3.720, -2.784, 1.000], [-4.078, -3.718, 1.901], [-4.576, -2.474, -0.037], [-5.760, -3.103, -0.148], [-4.211, -1.512, -0.961], [-5.067, -1.226, -1.964], [1.461, -0.065, 2.878], [2.077, 0.416, 3.746], [2.794, 0.839, 4.726], [2.923, 2.069, 5.155], [3.107, 3.127, 5.605]], "forces_ev_per_a": [[-0.87, 0.28, 0.74], [0.04, -0.59, 0.23], [0.28, 0.57, -0.60], [-0.13, -0.04, 0.23], [-0.06, 0.04, 0.09], [0.04, 0.10, -0.10], [0.02, -0.01, -0.03], [0.05, 0.09, -0.09], [0.00, 0.24, -0.11], [0.27, -0.06, -0.34], [0.18, -0.30, -0.25], [-0.19, 0.11, 0.19], [1.04, -0.89, -0.85], [-0.08, 0.17, 0.02], [0.01, -0.01, 0.00], [-0.02, -0.01, 0.02], [-0.01, 0.02, 0.00], [0.17, -0.06, 0.21], [-0.39, 0.23, -0.55], [-0.68, 0.20, -0.46], [-0.22, -0.46, 0.46], [0.06, 0.01, 0.00], [-0.11, -0.13, 0.06], [0.08, 0.09, -0.06], [-0.24, -0.12, -0.03], [0.10, 0.05, 0.01], [-0.21, -0.05, -0.10], [0.12, 0.01, 0.08], [0.49, 0.26, 0.85], [0.55, 0.78, 0.88], [-0.13, -0.65, -0.32], [-0.09, 0.49, -0.04], [-0.07, -0.36, -0.15]]}

=====

3.
{"formula": "C3H10N4O", "method": "ωB97M-V/def2-TZVPD", "charge": 0, "total_energy_ev": -11275.787, "max_force_ha_per_bohr": 0.0327, "e_above_lowest_kj_mol": 618.8, "e_lumo_ev": [0.7, 0.6], "orbital_gap_ev": [7.43, 7.48], "symbols": ["C", "C", "C", "N", "N", "N", "N", "O", "H", "H", "H", "H", "H", "H", "H", "H", "H", "H"], "coordinates": [[-1.224, 0.493, 0.084], [-0.842, -0.830, -0.264], [2.106, -1.390, 0.160], [1.058, -0.754, -0.602], [-1.750, 0.799, 1.366], [-1.671, 1.345, -0.952], [0.751, 0.912, 0.194], [1.023, 1.795, -0.570], [1.340, -0.449, -1.530], [-1.330, 1.644, 1.743], [-1.615, 0.051, 2.034], [-2.200, 2.125, -0.584], [-0.888, 1.723, -1.492], [-0.774, -1.575, 0.521], [-1.136, -1.198, -1.238], [2.854, -0.661, 0.505], [1.685, -1.865, 1.050], [2.614, -2.164, -0.422]], "forces_ev_per_a": [[0.92, 0.66, -0.09], [1.62, -0.17, -0.41], [-0.13, -0.16, -0.09], [-1.22, 0.44, 0.36], [0.06, -0.08, -0.04], [0.02, -0.16, 0.08], [-0.55, 0.51, -0.32], [-0.33, -0.75, 0.39], [-0.18, -0.19, 0.08], [0.00, -0.04, 0.00], [0.02, 0.04, -0.07], [-0.02, -0.09, 0.03], [0.09, -0.02, 0.12], [-0.11, -0.01, -0.05], [-0.05, -0.05, 0.07], [-0.12, 0.05, -0.06], [0.00, 0.03, -0.07], [-0.01, 0.00, 0.07]]}